No. 1
DFT (ωB97M-V/def2-TZVPD) results for C40H42N6O2PtS as an isolated structure in a non-equilibrium geometry.

Cartesian coordinates (Å):
Pt (0.513, 0.629, 0.625)
O (0.119, 0.470, -1.306)
C (-1.096, -0.080, -1.848)
C (-2.050, -0.436, -0.673)
C (-1.443, -1.493, 0.201)
C (-1.849, -2.810, 0.132)
C (-1.185, -3.778, 0.859)
C (-0.105, -3.412, 1.639)
C (0.289, -2.090, 1.695)
C (1.554, -1.684, 2.377)
C (2.618, -1.434, 1.279)
O (2.125, -0.435, 0.339)
C (2.855, -2.764, 0.575)
C (2.356, -3.033, -0.685)
C (2.528, -4.291, -1.255)
C (3.207, -5.281, -0.567)
C (3.708, -5.016, 0.704)
C (3.537, -3.764, 1.269)
C (3.935, -0.888, 1.836)
C (4.054, -0.328, 3.104)
C (5.259, 0.219, 3.530)
C (6.357, 0.232, 2.684)
C (6.248, -0.319, 1.414)
C (5.048, -0.872, 0.994)
N (-0.397, -1.145, 0.999)
C (-1.747, 0.998, -2.750)
C (-2.198, 2.198, -2.198)
C (-2.771, 3.186, -2.982)
C (-2.896, 3.004, -4.352)
C (-2.422, 1.835, -4.920)
C (-1.844, 0.847, -4.130)
C (-0.781, -1.306, -2.695)
C (0.509, -1.556, -3.129)
C (0.778, -2.636, -3.964)
C (-0.244, -3.479, -4.366)
C (-1.545, -3.227, -3.943)
C (-1.812, -2.143, -3.125)
H (-2.186, 0.466, -0.095)
H (-3.024, -0.750, -1.040)
H (-2.679, -3.067, -0.510)
H (-1.484, -4.816, 0.793)
H (0.465, -4.146, 2.191)
H (1.382, -0.767, 2.915)
H (1.886, -2.437, 3.087)
H (1.821, -2.260, -1.212)
H (2.122, -4.494, -2.237)
H (3.359, -6.253, -1.017)
H (4.239, -5.784, 1.250)
H (3.947, -3.562, 2.253)
H (3.222, -0.347, 3.796)
H (5.343, 0.616, 4.535)
H (7.296, 0.656, 3.016)
H (7.103, -0.329, 0.750)
H (4.976, -1.302, 0.002)
H (-2.083, 2.372, -1.142)
H (-3.108, 4.111, -2.528)
H (-3.346, 3.770, -4.969)
H (-2.490, 1.684, -5.989)
H (-1.467, -0.042, -4.615)
H (1.295, -0.869, -2.849)
H (1.789, -2.806, -4.312)
H (-0.040, -4.310, -5.028)
H (-2.355, -3.866, -4.271)
H (-2.840, -1.930, -2.853)
N (1.860, 2.085, 0.041)
N (2.462, 2.879, 1.022)
C (2.210, 2.660, 2.317)
N (2.834, 3.411, 3.212)
S (1.118, 1.468, 2.812)
H (2.541, 1.418, -0.352)
H (1.460, 2.665, -0.698)
H (3.127, 3.574, 0.714)
H (3.510, 4.115, 2.961)
H (2.685, 3.236, 4.193)
N (-1.027, 1.956, 0.996)
C (-2.011, 2.464, 1.338)
N (-3.104, 3.048, 1.683)
C (-3.479, 4.388, 1.167)
C (-4.820, 4.298, 0.455)
C (-5.881, 3.657, 1.351)
C (-5.424, 2.283, 1.841)
C (-4.094, 2.389, 2.569)
H (-2.687, 4.740, 0.508)
H (-3.539, 5.058, 2.027)
H (-4.705, 3.703, -0.456)
H (-5.122, 5.303, 0.159)
H (-6.815, 3.560, 0.799)
H (-6.081, 4.306, 2.210)
H (-5.318, 1.604, 0.989)
H (-6.159, 1.849, 2.520)
H (-3.703, 1.418, 2.870)
H (-4.192, 3.013, 3.460)

Computed properties:
LUMO energy = -6.1 eV
HOMO-LUMO gap = 7.1 eV
Charge = +2
Max |F| = 0.0287 hartree/bohr
2S+1 = 1



No. 2
DFT (ωB97M-V/def2-TZVPD) results for one molecule with the formula C7H9FO4 in a non-equilibrium geometry.

Cartesian coordinates (Å):
C (2.131, 1.499, 0.115)
C (1.859, -1.006, 0.322)
C (-0.010, 0.553, 0.318)
C (1.843, -2.264, -0.557)
C (-3.143, 1.166, 0.197)
C (-2.250, -0.041, 0.064)
C (1.293, 0.330, -0.330)
O (2.676, 2.285, -0.576)
O (2.266, -1.016, 1.440)
O (-0.115, 1.042, 1.398)
O (-0.993, 0.225, -0.477)
F (1.268, 0.140, -1.697)
H (2.280, 1.550, 1.273)
H (1.100, -2.203, -1.227)
H (1.704, -3.254, -0.044)
H (2.851, -2.243, -1.118)
H (-2.713, 1.974, 0.859)
H (-3.378, 1.555, -0.810)
H (-4.033, 0.847, 0.600)
H (-2.644, -0.570, -0.753)
H (-1.992, -0.570, 1.003)

Computed properties:
LUMO energy = 0.5 eV
SMILES string = CCOC(=O)[C@@](F)(C=O)C(C)=O
HOMO-LUMO gap = 10.5 eV
Max |F| = 0.0741 hartree/bohr
2S+1 = 1



No. 3
DFT (ωB97M-V/def2-TZVPD) results for one molecule with the formula C4H11NS in a non-equilibrium geometry.

Cartesian coordinates (Å):
C (1.138, 0.837, -0.325)
N (0.401, -0.057, -1.220)
C (-0.822, -0.668, -0.705)
C (-1.483, 0.145, 0.380)
S (-3.058, -0.634, 0.922)
C (2.002, 0.141, 0.730)
H (0.461, 1.490, 0.193)
H (1.864, 1.377, -0.911)
H (1.069, -0.776, -1.466)
H (-1.465, -0.828, -1.535)
H (-0.655, -1.670, -0.289)
H (-1.756, 1.132, 0.053)
H (-0.898, 0.274, 1.289)
H (-3.561, -0.728, -0.313)
H (1.550, -0.663, 1.323)
H (2.253, 0.837, 1.525)
H (2.961, -0.211, 0.349)

Computed properties:
LUMO energy = 1.0 eV
SMILES string = CCNCCS
HOMO-LUMO gap = 9.7 eV
Max |F| = 0.0311 hartree/bohr
2S+1 = 1



No. 4
DFT (ωB97M-V/def2-TZVPD) results for a 11-piece molecular cluster, C21H66N12O15 overall in a non-equilibrium geometry.

Cartesian coordinates (Å):
C (-1.083, -2.367, -3.047)
O (-1.004, -3.270, -3.897)
N (-2.233, -1.580, -2.952)
N (-0.186, -2.191, -2.033)
H (-2.792, -1.726, -3.762)
H (-2.077, -0.602, -2.721)
H (0.745, -2.660, -2.211)
H (-0.082, -1.241, -1.701)
C (5.041, -1.752, -2.655)
O (5.507, -0.994, -3.487)
N (3.720, -2.156, -2.766)
N (5.753, -2.207, -1.591)
H (3.243, -1.540, -3.414)
H (3.282, -2.243, -1.869)
H (6.629, -1.759, -1.337)
H (5.293, -2.850, -0.923)
C (1.925, 4.155, -0.213)
O (2.087, 3.103, 0.324)
N (0.752, 4.816, -0.235)
N (2.991, 4.761, -0.900)
H (-0.062, 4.404, 0.199)
H (0.650, 5.727, -0.532)
H (3.836, 4.296, -0.532)
H (3.097, 5.734, -0.741)
C (-5.254, -0.065, 1.832)
O (-4.252, -0.155, 2.556)
N (-5.433, -0.543, 0.534)
N (-6.213, 0.778, 2.300)
H (-6.346, -0.401, 0.089)
H (-4.808, -1.226, 0.110)
H (-7.198, 0.439, 2.107)
H (-6.091, 1.144, 3.257)
C (0.045, -0.129, 0.976)
O (0.579, -0.276, -0.117)
N (-1.281, 0.170, 1.178)
N (0.735, -0.042, 2.129)
H (-1.970, -0.147, 0.511)
H (-1.566, 0.413, 2.123)
H (0.058, 0.172, 2.872)
H (1.740, 0.110, 2.131)
C (1.672, 0.589, -3.879)
C (0.944, 1.896, -3.804)
C (-0.210, 1.875, -4.801)
O (-0.948, 3.137, -4.841)
C (-0.237, 4.141, -5.568)
N (0.418, 2.119, -2.438)
H (2.696, 0.723, -3.492)
H (1.727, 0.192, -4.878)
H (1.175, -0.136, -3.223)
H (1.533, 2.741, -4.115)
H (-0.908, 1.064, -4.582)
H (0.325, 1.762, -5.755)
H (-0.951, 4.974, -5.799)
H (0.038, 3.775, -6.552)
H (0.681, 4.473, -5.094)
H (1.112, 1.840, -1.718)
H (0.132, 3.119, -2.385)
C (-2.513, 0.248, 6.660)
C (-1.595, -0.192, 5.545)
C (-1.850, -1.681, 5.240)
O (-1.653, -2.499, 6.376)
C (-0.326, -2.528, 6.891)
N (-1.861, 0.519, 4.268)
H (-3.585, 0.189, 6.313)
H (-2.291, 1.314, 6.964)
H (-2.526, -0.349, 7.534)
H (-0.538, 0.047, 5.889)
H (-1.259, -1.948, 4.363)
H (-2.884, -1.830, 5.026)
H (0.070, -1.490, 7.064)
H (0.356, -3.107, 6.280)
H (-0.367, -3.013, 7.855)
H (-2.578, 0.045, 3.725)
H (-2.172, 1.488, 4.439)
C (5.166, 1.308, -0.635)
C (3.848, 0.664, -0.293)
O (3.368, 0.908, 1.052)
O (5.230, 2.593, -0.057)
H (5.346, 1.431, -1.685)
H (6.033, 0.753, -0.228)
H (3.901, -0.435, -0.364)
H (3.087, 1.083, -0.933)
H (2.977, 1.777, 1.036)
H (5.456, 2.454, 0.879)
C (-2.190, -3.126, 1.222)
C (-2.834, -3.459, -0.090)
O (-3.553, -2.367, -0.534)
O (-3.039, -2.674, 2.219)
H (-1.347, -2.480, 1.096)
H (-1.845, -4.059, 1.601)
H (-3.416, -4.391, 0.006)
H (-2.062, -3.712, -0.865)
H (-3.111, -2.237, -1.350)
H (-3.384, -1.795, 2.050)
C (3.255, -4.488, 0.713)
C (2.873, -3.091, 1.006)
O (2.367, -2.526, -0.191)
O (4.327, -4.469, -0.296)
H (2.377, -4.955, 0.240)
H (3.636, -5.126, 1.512)
H (3.722, -2.504, 1.376)
H (2.113, -3.138, 1.812)
H (1.919, -1.643, 0.037)
H (3.873, -4.656, -1.152)
C (-3.348, 3.062, -2.048)
C (-2.876, 1.872, -1.213)
O (-2.043, 1.001, -1.950)
O (-2.326, 4.024, -2.229)
H (-4.139, 3.654, -1.537)
H (-3.745, 2.661, -2.990)
H (-3.784, 1.268, -0.936)
H (-2.298, 2.164, -0.348)
H (-1.139, 1.367, -2.048)
H (-1.799, 3.690, -2.986)

Computed properties:
LUMO energy = 0.3 eV
SMILES string = COC[C@H](C)N.COC[C@H](C)N.NC(N)=O.NC(N)=O.NC(N)=O.NC(N)=O.NC(N)=O.OCCO.OCCO.OCCO.OCCO
HOMO-LUMO gap = 9.6 eV
Max |F| = 0.0675 hartree/bohr
2S+1 = 1



No. 5
DFT (ωB97M-V/def2-TZVPD) results for a 2-piece molecular cluster, C4H12NO2 overall in a non-equilibrium geometry.

Cartesian coordinates (Å):
C (2.537, -0.612, 0.025)
C (-2.045, 0.581, 0.162)
C (-0.784, -1.584, 0.047)
C (0.304, 0.702, -0.066)
N (-0.896, -0.125, -0.375)
O (0.352, 1.550, -1.215)
O (0.270, 1.258, 1.155)
H (3.228, -0.116, -0.805)
H (2.898, -0.505, 1.076)
H (2.042, -1.587, -0.052)
H (-1.929, 0.938, 1.252)
H (-1.913, 1.558, -0.357)
H (-3.028, 0.124, -0.075)
H (-1.634, -2.067, 0.336)
H (-0.385, -2.166, -0.763)
H (-0.002, -1.763, 0.787)
H (-0.992, -0.260, -1.405)
H (0.982, 2.156, -1.011)
H (0.994, 1.917, 1.287)

Computed properties:
LUMO energy (alpha / beta) = -3.7 / -4.0 eV
HOMO-LUMO gap (alpha / beta) = 9.2 / 8.9 eV
Charge = +1
Max |F| = 0.0934 hartree/bohr
2S+1 = 1



No. 6
DFT (ωB97M-V/def2-TZVPD) results for an isolated ion of composition C7H16NO2 and charge +1.

Cartesian coordinates (Å):
C (2.987, -0.876, -0.512)
C (2.860, 0.621, -0.237)
O (1.768, 1.216, -0.967)
C (0.633, 1.502, -0.222)
C (-0.240, 0.258, 0.038)
C (-0.738, 0.109, 1.465)
O (-1.533, -1.047, 1.609)
C (-2.707, -0.957, 0.833)
C (-2.362, -0.900, -0.643)
N (-1.459, 0.283, -0.863)
H (4.005, -1.140, -0.796)
H (2.341, -1.163, -1.343)
H (2.728, -1.487, 0.354)
H (3.751, 1.165, -0.545)
H (2.711, 0.819, 0.829)
H (0.067, 2.237, -0.805)
H (0.869, 1.977, 0.739)
H (0.303, -0.641, -0.256)
H (-1.300, 1.006, 1.771)
H (0.115, 0.004, 2.135)
H (-3.302, -1.846, 1.032)
H (-3.295, -0.075, 1.128)
H (-1.812, -1.784, -0.963)
H (-3.248, -0.770, -1.263)
H (-1.985, 1.143, -0.679)
H (-1.157, 0.346, -1.839)

Computed properties:
LUMO energy = -3.2 eV
SMILES string = CCOC[C@H]1COCC[NH2+]1
HOMO-LUMO gap = 10.5 eV
Charge = +1
Max |F| = 0.0035 hartree/bohr
2S+1 = 1



No. 7
DFT (ωB97M-V/def2-TZVPD) results for C28H29N3O8S4V as an isolated structure in a non-equilibrium geometry.

Cartesian coordinates (Å):
V (10.716, 9.038, 13.803)
S (11.159, 4.789, 12.400)
C (11.051, 6.383, 12.782)
S (9.907, 7.596, 12.164)
S (12.217, 7.191, 13.917)
C (13.873, 12.051, 14.268)
C (12.629, 11.366, 13.952)
N (12.193, 10.391, 14.692)
O (13.055, 10.026, 15.730)
C (11.825, 11.640, 12.754)
C (12.150, 12.714, 11.753)
N (10.958, 10.690, 12.448)
O (10.342, 10.720, 11.325)
H (14.098, 11.711, 15.265)
H (13.695, 13.142, 14.229)
H (14.686, 11.767, 13.649)
H (12.343, 9.828, 16.404)
H (12.786, 13.510, 12.119)
H (11.187, 13.114, 11.385)
H (12.391, 12.167, 10.863)
O (9.118, 14.493, 11.441)
S (8.804, 13.498, 10.387)
C (7.495, 14.298, 9.489)
C (6.837, 13.690, 8.426)
C (5.790, 14.385, 7.837)
C (5.441, 15.669, 8.233)
C (6.097, 16.270, 9.302)
C (7.130, 15.577, 9.945)
C (7.930, 12.094, 11.120)
C (7.887, 10.963, 10.341)
C (7.344, 9.787, 10.895)
C (6.963, 9.793, 12.256)
C (7.131, 10.918, 13.045)
C (7.634, 12.127, 12.460)
H (7.150, 12.750, 8.028)
H (5.280, 13.883, 7.025)
H (4.626, 16.243, 7.707)
H (5.832, 17.245, 9.658)
H (7.648, 15.999, 10.801)
H (8.277, 10.904, 9.309)
H (7.352, 8.860, 10.349)
H (6.578, 8.887, 12.724)
H (6.959, 11.000, 14.111)
H (7.815, 13.029, 13.002)
O (10.869, 10.004, 17.028)
C (9.792, 9.568, 16.583)
O (9.594, 9.237, 15.357)
C (8.677, 9.396, 17.531)
C (8.558, 10.300, 18.633)
C (7.695, 9.953, 19.652)
C (6.965, 8.739, 19.723)
C (7.116, 7.845, 18.639)
C (7.978, 8.174, 17.574)
N (6.274, 6.739, 18.639)
O (6.252, 5.936, 17.697)
O (5.526, 6.620, 19.664)
H (9.120, 11.220, 18.602)
H (7.628, 10.599, 20.518)
H (6.227, 8.540, 20.495)
H (8.110, 7.496, 16.754)
C (9.562, 13.583, 15.731)
C (10.295, 14.048, 16.982)
C (11.764, 14.026, 16.441)
O (11.684, 14.593, 15.148)
C (10.439, 14.177, 14.586)
H (8.526, 13.913, 15.650)
H (9.616, 12.502, 15.650)
H (10.140, 13.411, 17.887)
H (10.056, 15.112, 17.243)
H (12.180, 13.027, 16.328)
H (12.458, 14.666, 17.021)
H (10.591, 13.432, 13.769)
H (9.936, 15.055, 14.179)

Computed properties:
LUMO energy (alpha / beta) = 3.5 / 3.5 eV
HOMO-LUMO gap (alpha / beta) = 3.5 / 6.8 eV
Charge = -2
Max |F| = 0.0454 hartree/bohr
2S+1 = 4



No. 8
DFT (ωB97M-V/def2-TZVPD) results for one molecule with the formula C6H12O in a non-equilibrium geometry.

Cartesian coordinates (Å):
C (1.958, -0.177, 1.058)
C (1.296, -0.575, -0.544)
C (0.236, 0.393, -1.003)
C (-1.076, -0.020, -1.665)
C (-1.085, 0.462, -0.268)
C (-1.405, -0.484, 0.860)
O (-1.636, 1.735, -0.106)
H (3.044, -0.385, 1.278)
H (1.387, -0.765, 1.744)
H (1.836, 0.894, 1.240)
H (0.919, -1.602, -0.529)
H (2.339, -0.381, -0.528)
H (0.576, 1.361, -1.362)
H (-1.283, -1.064, -1.857)
H (-1.477, 0.649, -2.418)
H (-2.483, -0.580, 0.994)
H (-0.986, -0.125, 1.800)
H (-1.003, -1.479, 0.685)
H (-1.156, 2.145, 0.621)

Computed properties:
LUMO energy = 0.9 eV
SMILES string = CC[C@H]1C[C@]1(C)O
HOMO-LUMO gap = 9.6 eV
Max |F| = 0.0732 hartree/bohr
2S+1 = 1



No. 9
DFT (ωB97M-V/def2-TZVPD) results for C21H45InO2P3 as an isolated structure in a non-equilibrium geometry.

Cartesian coordinates (Å):
In (-0.318, 0.494, -0.549)
P (1.777, 1.031, 1.147)
P (-1.337, 2.366, -1.810)
P (1.545, -0.518, -2.215)
H (-1.710, -2.364, 0.326)
C (-0.767, -2.807, -0.019)
C (0.224, -3.126, 0.827)
H (0.139, -2.984, 1.912)
C (1.382, 1.302, 2.925)
C (2.612, 2.613, 0.703)
C (3.199, -0.125, 1.315)
C (-2.626, 1.722, -2.886)
C (-2.068, 3.518, -0.629)
C (-0.121, 3.223, -2.835)
C (2.336, -2.131, -1.908)
C (2.956, 0.572, -2.632)
C (0.800, -0.797, -3.847)
H (-0.691, -2.954, -1.110)
H (1.152, -3.570, 0.447)
H (0.875, 0.420, 3.346)
H (0.751, 2.194, 3.062)
H (2.319, 1.463, 3.484)
H (1.879, 3.437, 0.727)
H (3.055, 2.542, -0.304)
H (3.418, 2.847, 1.418)
H (2.852, -1.077, 1.746)
H (3.962, 0.302, 1.985)
H (3.679, -0.317, 0.345)
H (-3.128, 2.514, -3.460)
H (-3.358, 1.132, -2.319)
H (-2.128, 1.022, -3.562)
H (-2.441, 4.407, -1.157)
H (-1.301, 3.827, 0.094)
H (-2.883, 3.027, -0.077)
H (-0.516, 4.146, -3.282)
H (0.221, 2.554, -3.637)
H (0.743, 3.482, -2.208)
H (2.833, -2.443, -2.840)
H (1.585, -2.873, -1.610)
H (3.082, -2.044, -1.108)
H (3.489, 0.173, -3.511)
H (3.653, 0.629, -1.786)
H (2.583, 1.582, -2.851)
H (1.544, -1.174, -4.565)
H (0.357, 0.127, -4.233)
H (-0.008, -1.527, -3.728)
C (-2.212, -1.086, -6.073)
C (-3.357, -1.094, -6.902)
C (-3.724, -2.324, -7.447)
C (-2.970, -3.482, -7.143)
C (-1.739, -3.394, -6.463)
C (-1.294, -2.137, -6.034)
O (-2.052, -0.068, -5.170)
H (-2.861, 0.494, -5.176)
H (-3.864, -0.133, -7.090)
H (-4.577, -2.363, -8.138)
H (-3.317, -4.452, -7.490)
H (-1.100, -4.270, -6.275)
H (-0.302, -1.932, -5.626)
C (-2.305, 1.299, 3.886)
C (-2.602, -0.217, 3.850)
C (-1.804, -0.724, 2.664)
O (-1.518, 0.418, 1.819)
C (-2.029, 1.631, 2.431)
H (-3.136, 1.887, 4.274)
H (-1.443, 1.486, 4.543)
H (-3.685, -0.372, 3.736)
H (-2.298, -0.735, 4.757)
H (-0.856, -1.173, 3.000)
H (-2.340, -1.472, 2.073)
H (-2.966, 1.891, 1.917)
H (-1.314, 2.454, 2.289)

Computed properties:
LUMO energy = -11.3 eV
HOMO-LUMO gap = 3.3 eV
Charge = +3
Max |F| = 0.0527 hartree/bohr
2S+1 = 1



no.,calculated total energy (eV)
1,-69265.68270
2,-18310.66801
3,-16651.06358
4,-71444.65130
5,-9916.25645
6,-13096.19723
7,-119382.72444
8,-8461.16142
9,-59615.06138